99
Properties=species:S:1:pos:R:3 method="wB97M-V/def2-TZVPD" multiplicity=2 e_tot_ev=-127734.1849 homo_ev="-0.88 / -2.18" charge=-2 lumo_ev="3.93 / 3.93"
In 0.540 -1.080 -0.577
O 1.030 -1.606 1.881
N 0.602 -2.460 2.798
C 1.231 -3.654 2.879
C 0.904 -4.594 3.814
C -0.142 -4.303 4.700
C -0.804 -3.113 4.582
C -0.465 -2.132 3.611
S -1.321 -0.690 3.420
H 2.009 -3.789 2.143
H 1.442 -5.530 3.840
H -0.433 -5.018 5.459
H -1.636 -2.865 5.225
F -3.127 -5.051 -3.886
C -1.740 -3.865 -3.960
F -2.486 -2.741 -4.034
F -1.300 -4.149 -5.197
S -0.241 -3.371 -2.985
O -0.762 -2.938 -1.677
O 0.672 -4.480 -2.939
N 0.590 -2.122 -3.654
S -0.044 -0.753 -4.028
O -0.839 -0.136 -2.978
O -0.532 -0.598 -5.371
C 1.518 0.259 -4.063
F 2.371 -0.036 -3.073
F 1.218 1.562 -3.953
F 2.170 0.092 -5.221
C -1.227 3.067 -2.839
P -0.676 2.333 -1.239
C -2.349 1.976 -0.521
C -0.313 3.850 -0.241
C -1.104 4.998 -0.305
C -0.869 6.080 0.524
C 0.169 6.027 1.447
C 0.973 4.903 1.511
C 0.761 3.811 0.667
P 1.863 2.316 0.715
C 3.498 3.176 0.564
C 1.886 1.977 2.540
H -2.147 3.649 -2.747
H -1.391 2.243 -3.533
H -0.433 3.702 -3.235
H -2.985 2.861 -0.615
H -1.494 0.967 1.075
H -2.794 1.175 -1.130
H -1.929 5.042 -1.008
H -1.504 6.956 0.468
H 0.343 6.860 2.118
H 1.776 4.867 2.240
H 3.648 3.938 1.332
H 3.570 3.640 -0.421
H 4.281 2.421 0.647
H 2.879 2.163 2.956
H 1.624 0.931 2.701
H 1.144 2.575 3.067
C -2.778 -2.202 1.788
C -3.192 -1.134 0.768
C -4.004 -1.753 -0.371
C -3.939 -0.009 1.459
C -5.160 -0.308 2.053
C -5.884 0.660 2.725
C -5.359 1.934 2.846
C -4.125 2.273 2.293
C -3.660 3.704 2.554
C -4.115 4.633 1.425
C -2.173 3.907 2.851
C -3.434 1.298 1.558
N -2.211 1.667 0.906
H -2.154 -2.950 1.300
H -3.657 -2.704 2.200
H -2.221 -1.749 2.613
H -2.273 -0.746 0.319
H -4.931 -2.196 0.002
H -3.428 -2.536 -0.861
H -4.262 -1.005 -1.124
H -5.550 -1.317 1.981
H -6.841 0.417 3.172
H -5.904 2.687 3.407
H -4.196 4.005 3.460
H -3.583 4.396 0.503
H -3.903 5.676 1.674
H -5.187 4.530 1.237
H -1.563 3.759 1.965
H -1.825 3.205 3.610
H -2.018 4.927 3.219
C 6.025 -1.195 0.925
Sb 3.863 -1.057 1.239
C 3.624 -2.981 0.295
C 4.064 -1.770 3.267
H 6.401 -2.148 1.303
H 6.545 -0.381 1.433
H 6.242 -1.128 -0.143
H 4.045 -3.768 0.922
H 4.144 -2.965 -0.663
H 2.572 -3.189 0.107
H 4.092 -2.860 3.279
H 3.224 -1.429 3.873
H 4.992 -1.379 3.685

=====

91
Properties=species:S:1:pos:R:3 method="wB97M-V/def2-TZVPD" e_tot_ev=-62701.1785 homo_ev=-7.07 relative_energy_kj_mol=23.21 lumo_ev=-0.48
Cd -0.520 0.108 -1.413
C -5.449 -1.598 -3.318
C -4.853 -1.580 -2.064
C -3.848 -0.666 -1.779
C -3.417 0.249 -2.743
C -4.026 0.225 -4.000
C -5.030 -0.688 -4.280
N -2.317 1.079 -2.471
C -2.448 2.405 -2.579
C -3.743 3.030 -2.613
C -3.907 4.379 -2.678
C -2.802 5.262 -2.736
C -1.557 4.719 -2.718
C -1.330 3.318 -2.647
N -0.002 3.012 -2.732
N 0.370 1.809 -2.651
C 1.767 1.591 -2.739
C 2.719 2.579 -2.962
C 4.046 2.198 -2.981
C 4.382 0.864 -2.780
C 3.358 -0.041 -2.566
N 2.072 0.308 -2.550
H -6.231 -2.312 -3.542
H -5.173 -2.277 -1.300
H -3.387 -0.644 -0.795
H -3.694 0.928 -4.756
H -5.487 -0.691 -5.262
H -4.611 2.390 -2.541
H -4.911 4.785 -2.668
H -2.950 6.330 -2.795
H -0.671 5.340 -2.759
H 2.404 3.603 -3.094
H 4.820 2.938 -3.142
H 5.410 0.532 -2.788
H 3.571 -1.091 -2.396
N 0.009 0.366 0.561
P 0.622 -0.542 1.628
N 1.703 -1.738 1.128
C 1.373 -2.445 -0.106
C 2.222 -3.698 -0.267
C 3.712 -3.354 -0.244
C 4.049 -2.398 0.923
C 2.860 -2.236 1.862
N 1.574 0.267 2.767
C 2.716 0.978 2.149
C 2.406 2.448 1.906
C 2.170 3.174 3.240
C 1.671 2.188 4.304
C 0.786 1.120 3.684
N -0.519 -1.323 2.571
C -1.944 -1.188 2.326
C -2.700 -0.953 3.627
C -2.407 -2.081 4.613
C -0.903 -2.208 4.841
C -0.163 -2.369 3.515
H 1.539 -1.792 -0.977
H 0.308 -2.717 -0.104
H 1.965 -4.188 -1.209
H 1.983 -4.405 0.530
H 3.979 -2.887 -1.196
H 4.297 -4.272 -0.174
H 4.315 -1.411 0.538
H 4.909 -2.766 1.486
H 3.089 -1.531 2.657
H 2.644 -3.199 2.346
H 2.947 0.489 1.202
H 3.598 0.874 2.793
H 1.515 2.487 1.277
H 3.225 2.912 1.352
H 1.436 3.970 3.102
H 3.091 3.649 3.587
H 1.111 2.712 5.082
H 2.515 1.699 4.797
H -0.048 1.601 3.154
H 0.358 0.489 4.462
H -2.332 -2.109 1.857
H -2.080 -0.366 1.624
H -3.772 -0.885 3.427
H -2.378 0.003 4.052
H -2.789 -3.022 4.200
H -2.924 -1.915 5.561
H -0.681 -3.061 5.486
H -0.538 -1.311 5.348
H -0.409 -3.356 3.090
H 0.913 -2.343 3.683
N -0.861 -1.752 -2.707
N -0.244 -1.539 -4.017
H -0.475 -2.621 -2.351
H -1.845 -1.942 -2.882
H 0.650 -1.094 -3.814
H -0.799 -0.802 -4.448

=====

89
Properties=species:S:1:pos:R:3 method="wB97M-V/def2-TZVPD" multiplicity=2 e_tot_ev=-105887.5171 homo_ev="-6.88 / -6.86" lumo_ev="-0.41 / -0.42"
Cu 0.216 0.073 -0.306
C -3.421 6.130 0.608
C -2.757 4.801 0.822
C -2.328 4.368 2.028
C -1.707 3.083 2.194
C -1.323 2.771 3.494
N -1.081 1.617 4.100
C -1.546 0.284 3.726
C -3.076 0.232 3.735
C -3.610 -1.143 3.377
N -3.288 -1.456 1.998
C -3.755 -2.483 1.335
C -3.282 -2.852 0.070
C -3.835 -3.981 -0.582
C -3.344 -4.439 -1.770
C -3.907 -5.631 -2.487
C -2.237 -3.747 -2.316
C -1.643 -2.654 -1.730
C -0.492 -2.072 -2.400
N 0.282 -1.161 -1.971
C 1.281 -0.673 -2.923
C 0.748 0.562 -3.640
C 0.663 1.777 -2.713
N -0.094 1.625 -1.499
C -1.433 2.091 -1.546
C -1.826 2.781 -0.248
C -2.483 3.968 -0.304
C -1.395 2.263 1.041
O -0.728 1.207 1.174
C -2.184 -2.121 -0.508
O -1.714 -1.098 0.055
H -3.815 6.532 1.542
H -4.249 6.048 -0.097
H -2.718 6.860 0.200
H -2.484 4.974 2.915
H -1.232 3.618 4.170
H -0.745 1.698 5.046
H -1.139 -0.404 4.468
H -1.130 0.026 2.753
H -3.477 0.971 3.037
H -3.440 0.496 4.731
H -4.693 -1.182 3.508
H -3.165 -1.898 4.035
H -2.538 -0.964 1.466
H -4.530 -3.080 1.812
H -4.670 -4.490 -0.110
H -4.811 -5.992 -1.997
H -3.190 -6.455 -2.516
H -4.164 -5.385 -3.519
H -1.826 -4.111 -3.254
H -0.307 -2.493 -3.395
H 1.524 -1.465 -3.640
H 2.187 -0.428 -2.364
H -0.229 0.323 -4.073
H 1.420 0.797 -4.472
H 0.285 2.629 -3.300
H 1.701 2.038 -2.449
H -1.550 2.859 -2.328
H -2.789 4.338 -1.280
N -3.207 0.257 -2.301
C -2.461 1.055 -1.939
C 2.551 1.038 3.414
Si 2.699 0.810 1.537
C 2.187 2.510 0.884
C 4.547 0.661 1.149
C 1.808 -0.662 0.837
Si 1.668 -2.239 1.781
C 1.604 -2.077 3.675
C 0.163 -3.326 1.402
C 3.155 -3.354 1.413
H 2.974 2.013 3.672
H 3.082 0.280 3.992
H 1.506 1.034 3.739
H 2.987 3.220 1.113
H 1.277 2.865 1.374
H 1.991 2.537 -0.189
H 5.119 1.496 1.559
H 4.705 0.651 0.067
H 4.964 -0.266 1.547
H 2.464 -0.965 0.001
H 0.863 -1.349 4.012
H 2.562 -1.779 4.105
H 1.338 -3.049 4.100
H -0.774 -2.847 1.694
H 0.256 -4.262 1.960
H 0.089 -3.576 0.340
H 4.092 -2.866 1.692
H 3.210 -3.571 0.342
H 3.097 -4.307 1.944

=====

105
Properties=species:S:1:pos:R:3 method="wB97M-V/def2-TZVPD" multiplicity=6 e_tot_ev=-126773.0344 homo_ev="-7.40 / -8.69" relative_energy_kj_mol=0.00 lumo_ev="-0.05 / -2.45"
Ir -0.166 0.147 0.369
F 1.665 4.079 3.184
C 2.711 3.316 3.508
F 3.827 4.011 3.202
F 2.707 3.182 4.855
C 2.719 1.966 2.844
C 3.809 1.142 3.108
C 3.890 -0.121 2.554
C 2.845 -0.547 1.747
N 1.813 0.240 1.503
C 1.722 1.486 2.000
S 0.260 2.273 1.421
H 4.599 1.508 3.751
H 4.739 -0.761 2.737
H 2.818 -1.520 1.282
F 1.931 -1.044 -2.872
B 2.435 0.002 -2.095
F 1.258 0.552 -1.360
F 2.943 1.020 -2.854
F 3.317 -0.466 -1.135
C -5.968 2.371 -1.727
C -4.941 2.426 -2.841
C -4.383 1.060 -3.181
O -3.928 3.362 -2.385
P -2.520 3.692 -3.055
S -2.449 3.552 -5.011
S -1.079 2.405 -2.611
O -2.262 5.165 -2.575
C -2.354 5.721 -1.226
C -1.847 4.760 -0.171
C -3.766 6.206 -0.973
H -6.821 1.769 -2.039
H -6.321 3.369 -1.477
H -5.536 1.921 -0.832
H -5.380 2.879 -3.734
H -3.814 0.656 -2.345
H -3.734 1.089 -4.053
H -5.217 0.387 -3.385
H -1.676 6.574 -1.288
H -2.491 3.881 -0.093
H -1.854 5.262 0.797
H -0.828 4.440 -0.381
H -4.452 5.367 -0.876
H -4.102 6.846 -1.788
H -3.790 6.783 -0.048
O -0.011 -1.916 -0.436
P -0.484 -3.011 -1.351
N 0.586 -4.263 -1.458
C 1.944 -4.011 -2.001
C 2.881 -4.442 -0.882
C 2.126 -5.612 -0.263
C 0.697 -5.086 -0.225
N -1.910 -3.586 -0.748
C -2.303 -3.492 0.667
C -3.376 -4.571 0.828
C -3.946 -4.726 -0.580
C -2.701 -4.600 -1.450
N -0.793 -2.569 -2.897
C -1.436 -1.268 -3.099
C -1.661 -1.171 -4.617
C -0.953 -2.400 -5.213
C -0.032 -2.897 -4.101
H 2.073 -2.964 -2.275
H 2.092 -4.631 -2.891
H 2.980 -3.633 -0.156
H 3.874 -4.701 -1.247
H 2.482 -5.894 0.727
H 2.190 -6.487 -0.915
H 0.563 -4.466 0.667
H -0.056 -5.877 -0.226
H -2.701 -2.498 0.891
H -1.454 -3.657 1.331
H -4.123 -4.299 1.573
H -2.915 -5.509 1.145
H -4.637 -3.909 -0.803
H -4.471 -5.667 -0.733
H -2.909 -4.278 -2.470
H -2.167 -5.557 -1.502
H -0.783 -0.462 -2.754
H -2.369 -1.230 -2.531
H -1.247 -0.238 -4.995
H -2.724 -1.178 -4.861
H -0.393 -2.159 -6.115
H -1.680 -3.173 -5.465
H 0.928 -2.367 -4.119
H 0.145 -3.971 -4.147
O -2.666 0.540 2.823
C -1.889 -0.366 3.094
N -0.832 -0.782 2.325
C -0.238 -1.890 2.913
O 0.693 -2.529 2.474
C -0.968 -2.178 4.191
C -0.783 -3.163 5.140
C -1.652 -3.163 6.228
C -2.662 -2.212 6.345
C -2.843 -1.228 5.377
C -1.972 -1.236 4.307
H 0.005 -3.896 5.039
H -1.542 -3.914 6.999
H -3.317 -2.241 7.205
H -3.625 -0.485 5.456
N -2.413 0.405 0.013
H -2.773 0.660 0.942
H -2.886 -0.433 -0.310
H -2.575 1.155 -0.654

=====

91
Properties=species:S:1:pos:R:3 method="wB97M-V/def2-TZVPD" multiplicity=6 e_tot_ev=-73865.6865 homo_ev="-4.29 / -8.39" lumo_ev="-1.13 / -4.46"
Ir 0.716 0.168 0.120
P 0.166 0.524 -2.074
Cl 1.378 2.392 0.235
C -2.363 -0.584 -0.761
H -2.915 -0.219 -1.613
H -2.003 0.136 0.007
C 1.984 0.757 -2.488
C -0.768 2.153 -2.386
C 2.473 0.799 -3.930
H 2.179 1.741 -2.033
C 3.954 1.202 -3.926
H 2.363 -0.188 -4.401
H 1.902 1.519 -4.534
C 4.824 0.322 -3.016
H 4.339 1.173 -4.951
H 4.029 2.244 -3.586
C 4.230 0.106 -1.621
H 4.966 -0.656 -3.497
H 5.818 0.773 -2.920
C 2.750 -0.285 -1.681
H 4.789 -0.668 -1.082
H 4.316 1.029 -1.029
H 2.643 -1.275 -2.151
H 2.370 -0.375 -0.619
C -0.533 -0.581 -3.495
C -2.233 2.027 -2.821
H -0.741 2.603 -1.379
C -2.937 3.369 -2.660
H -2.306 1.733 -3.876
H -2.759 1.269 -2.248
C -2.262 4.429 -3.532
H -3.995 3.266 -2.933
H -2.897 3.662 -1.603
C -0.735 4.487 -3.371
H -2.500 4.222 -4.584
H -2.687 5.413 -3.303
C -0.044 3.117 -3.332
H -0.303 5.081 -4.185
H -0.494 5.010 -2.435
H -0.014 2.701 -4.351
H 0.999 3.255 -3.019
C 0.161 -1.938 -3.668
H -1.564 -0.756 -3.142
C -0.612 -2.845 -4.635
H 1.179 -1.773 -4.052
H 0.272 -2.473 -2.719
C -0.872 -2.189 -5.996
H -0.046 -3.774 -4.772
H -1.574 -3.121 -4.179
C -1.413 -0.762 -5.862
H 0.065 -2.167 -6.570
H -1.578 -2.799 -6.570
C -0.590 0.080 -4.881
H -1.421 -0.268 -6.842
H -2.456 -0.800 -5.513
H 0.434 0.179 -5.269
H -1.003 1.092 -4.854
C -0.196 -1.698 -0.183
C -2.039 -1.911 -0.504
H 0.160 -1.913 -1.203
C -2.723 -2.627 0.665
H -2.032 -2.537 -1.410
C -1.913 -2.783 1.935
H -3.629 -2.043 0.866
H -3.070 -3.619 0.307
C -0.610 -3.535 1.678
H -1.663 -1.785 2.304
H -2.514 -3.268 2.721
C 0.334 -2.824 0.672
H -0.090 -3.686 2.636
H -0.844 -4.545 1.306
H 1.182 -2.415 1.243
H 0.747 -3.626 0.026
O 2.230 -0.512 2.302
C 1.140 -0.104 2.774
O 0.124 0.259 2.024
C 0.843 0.002 4.252
C -0.384 0.530 4.686
C -0.653 0.633 6.070
C 0.282 0.196 7.018
C 1.489 -0.357 6.576
C 1.781 -0.452 5.193
N 2.444 -0.859 7.528
O 2.173 -0.762 8.747
O 3.498 -1.372 7.103
N -1.909 1.193 6.494
O -2.723 1.551 5.618
O -2.135 1.300 7.720
H -1.126 0.866 3.969
H 0.067 0.274 8.082
H 2.718 -0.875 4.864